{"formula": "C65H51FGeN3NiP3", "method": "ωB97M-V/def2-TZVPD", "species": ["Ni", "F", "Ge", "C", "C", "C", "C", "C", "C", "P", "C", "C", "C", "C", "C", "C", "C", "C", "C", "C", "C", "C", "C", "C", "C", "C", "C", "C", "P", "C", "C", "C", "C", "C", "C", "C", "C", "C", "C", "C", "C", "C", "C", "C", "C", "C", "C", "P", "C", "C", "C", "C", "C", "C", "C", "C", "C", "C", "C", "C", "H", "H", "H", "H", "H", "H", "H", "H", "H", "H", "H", "H", "H", "H", "H", "H", "H", "H", "H", "H", "H", "H", "H", "H", "H", "H", "H", "H", "H", "H", "H", "H", "H", "H", "H", "H", "H", "H", "H", "H", "H", "H", "C", "C", "N", "C", "C", "C", "C", "C", "C", "C", "C", "N", "C", "N", "H", "H", "H", "H", "H", "H", "H", "H", "H"], "xyz": [[0.155761, 0.405345, 0.252894], [0.077301, -0.179630, 2.068761], [-0.201237, 1.794281, 2.329629], [1.593976, 2.228455, 2.787429], [1.810610, 3.275916, 3.685474], [3.094797, 3.763490, 3.894440], [4.161298, 3.212718, 3.199084], [3.951664, 2.173960, 2.299990], [2.670848, 1.674454, 2.085289], [2.398014, 0.277770, 0.935930], [2.707709, -1.172327, 1.977891], [2.553836, -1.104076, 3.361058], [2.813186, -2.217114, 4.147629], [3.232515, -3.403987, 3.563968], [3.385635, -3.481005, 2.185321], [3.113748, -2.375258, 1.392966], [3.736263, 0.257544, -0.272539], [4.981637, -0.297122, 0.027322], [6.006232, -0.250201, -0.906482], [5.799403, 0.343714, -2.144297], [4.560572, 0.886658, -2.455809], [3.532817, 0.832027, -1.526286], [-1.723271, 1.258615, 3.328561], [-2.006818, 1.501499, 4.669400], [-3.230322, 1.099095, 5.192983], [-4.161782, 0.464648, 4.380632], [-3.875594, 0.216043, 3.045458], [-2.646458, 0.598268, 2.513160], [-2.292847, 0.214007, 0.751380], [-2.487884, -1.578921, 0.599744], [-2.522897, -2.417395, 1.711075], [-2.672025, -3.790142, 1.540163], [-2.793317, -4.325550, 0.265988], [-2.730348, -3.496670, -0.849132], [-2.563949, -2.132665, -0.681520], [-3.752120, 0.951616, -0.056251], [-4.584527, 0.271032, -0.942265], [-5.675992, 0.918196, -1.509692], [-5.943711, 2.243815, -1.201882], [-5.129840, 2.922915, -0.301826], [-4.043915, 2.280915, 0.270692], [-0.970260, 3.246270, 1.241590], [-1.588143, 4.230541, 2.023517], [-2.245162, 5.300470, 1.426225], [-2.304072, 5.390729, 0.040795], [-1.688095, 4.427694, -0.742303], [-1.028145, 3.354549, -0.146652], [0.000318, 2.232865, -1.139960], [1.348563, 3.402844, -1.551439], [1.448387, 4.028950, -2.793499], [2.424524, 4.996885, -3.010184], [3.295471, 5.352398, -1.992633], [3.181584, 4.750401, -0.744021], [2.212926, 3.785528, -0.527103], [-0.812570, 1.875055, -2.718446], [-2.201109, 1.886558, -2.836160], [-2.803239, 1.531998, -4.038830], [-2.025695, 1.165855, -5.127250], [-0.639878, 1.148863, -5.017169], [-0.038172, 1.498711, -3.820866], [0.984899, 3.728724, 4.224207], [3.259392, 4.573331, 4.594308], [5.162917, 3.593375, 3.353664], [4.793285, 1.759010, 1.756309], [2.242505, -0.183680, 3.835635], [2.696295, -2.152004, 5.221287], [3.450761, -4.265825, 4.183069], [3.735201, -4.398959, 1.728528], [3.247724, -2.444374, 0.319195], [5.167513, -0.741733, 0.997642], [6.969207, -0.679447, -0.664140], [6.604109, 0.377151, -2.868455], [4.393490, 1.351643, -3.420268], [2.571314, 1.232393, -1.785038], [-1.290896, 2.005279, 5.309007], [-3.460561, 1.286651, 6.234909], [-5.117062, 0.159259, 4.788688], [-4.608909, -0.282849, 2.420921], [-2.436042, -2.009160, 2.709848], [-2.708912, -4.437180, 2.409012], [-2.927953, -5.391938, 0.137199], [-2.800373, -3.914812, -1.845669], [-2.475657, -1.498652, -1.557480], [-4.412999, -0.765320, -1.184792], [-6.323803, 0.374681, -2.186904], [-6.797917, 2.741002, -1.644140], [-5.346819, 3.950524, -0.036352], [-3.433096, 2.814967, 0.985419], [-1.590388, 4.160259, 3.108594], [-2.718366, 6.056212, 2.040629], [-2.825177, 6.215879, -0.429645], [-1.718160, 4.517437, -1.823298], [0.763480, 3.791692, -3.596016], [2.493108, 5.477211, -3.978738], [4.052608, 6.106425, -2.166902], [3.844566, 5.035319, 0.063454], [2.125250, 3.340774, 0.453025], [-2.820213, 2.193989, -2.006201], [-3.882719, 1.550726, -4.119437], [-2.495784, 0.901925, -6.066285], [-0.028571, 0.869359, -5.866426], [1.043928, 1.470880, -3.747187], [1.203615, -2.534631, -2.785735], [0.742097, -1.403739, -2.142661], [0.438434, -1.386337, -0.836873], [0.572491, -2.534728, -0.154090], [1.005917, -3.724660, -0.719207], [1.352268, -3.706159, -2.063080], [1.151576, -4.921727, 0.145121], [0.752191, -6.169245, -0.058781], [-0.022647, -6.755126, -1.174377], [-0.677634, -7.960183, -0.966768], [-1.452208, -8.453745, -1.999285], [-1.565665, -7.822264, -3.171313], [-0.864752, -6.692279, -3.271366], [-0.102882, -6.111472, -2.342057], [1.446116, -2.491833, -3.840325], [0.603002, -0.484569, -2.684857], [0.316855, -2.491046, 0.899496], [1.725061, -4.606544, -2.534751], [1.664927, -4.734940, 1.087252], [0.971447, -6.875869, 0.737694], [-0.588143, -8.495456, -0.028929], [-2.001282, -9.382501, -1.890180], [-0.918134, -6.183139, -4.228066]], "forces_ev_per_a": [[0.1, 0.2, -0.4], [0.0, -0.3, 0.4], [-0.1, 0.0, -0.5], [0.3, 0.2, 0.3], [0.2, -0.1, -0.1], [0.0, 0.0, 0.0], [0.0, 0.0, 0.0], [0.1, 0.0, 0.0], [0.1, 0.0, 0.1], [-0.2, 0.4, -0.2], [0.0, -0.2, -0.1], [0.0, -0.1, 0.0], [0.0, 0.0, 0.0], [0.0, 0.0, 0.0], [0.1, 0.1, 0.1], [0.1, 0.0, 0.0], [-0.1, 0.1, -0.2], [0.2, 0.2, 0.1], [0.0, 0.0, 0.0], [0.0, 0.0, 0.0], [0.0, 0.0, 0.0], [0.2, -0.2, 0.0], [-0.2, -0.1, 0.5], [-0.2, 0.0, -0.1], [0.0, 0.0, 0.0], [0.0, 0.0, 0.0], [0.0, 0.0, 0.0], [-0.1, 0.0, 0.1], [0.1, -0.1, -0.2], [-0.1, 0.0, 0.0], [0.0, -0.1, 0.0], [0.0, 0.1, 0.0], [0.1, 0.0, 0.0], [0.0, 0.0, 0.1], [0.1, 0.0, -0.1], [0.0, 0.1, 0.1], [-0.1, 0.1, 0.0], [0.0, 0.0, 0.0], [0.0, 0.0, 0.0], [0.0, -0.1, 0.0], [-0.1, -0.1, 0.0], [-0.2, 0.2, 0.0], [0.0, 0.0, -0.2], [0.1, -0.1, 0.0], [0.0, 0.0, 0.0], [0.0, 0.0, 0.0], [0.1, 0.1, 0.0], [0.1, 0.0, 0.3], [0.0, -0.1, -0.1], [0.0, 0.1, 0.0], [-0.1, -0.1, 0.0], [0.0, 0.0, 0.1], [0.0, 0.0, -0.1], [0.0, 0.0, 0.0], [-0.1, 0.0, 0.0], [0.0, 0.1, -0.1], [0.1, 0.0, 0.0], [0.0, 0.0, 0.0], [0.0, 0.0, 0.0], [0.0, -0.1, 0.0], [0.0, 0.0, 0.0], [0.0, 0.0, 0.0], [0.0, 0.0, 0.0], [0.0, 0.0, 0.0], [0.0, 0.0, 0.0], [0.0, 0.0, 0.0], [0.0, 0.0, 0.0], [0.0, 0.1, 0.0], [0.0, 0.0, 0.1], [0.0, 0.0, -0.1], [0.0, 0.0, 0.0], [0.0, 0.0, 0.0], [0.0, 0.0, 0.0], [-0.2, 0.1, 0.0], [0.0, 0.0, 0.0], [0.0, 0.0, -0.1], [0.0, 0.0, 0.0], [0.0, 0.0, 0.0], [0.0, 0.0, 0.0], [0.0, 0.0, -0.1], [0.0, 0.0, 0.0], [0.0, 0.0, 0.0], [0.0, 0.0, 0.0], [0.0, 0.0, 0.0], [0.0, 0.0, 0.0], [0.0, 0.0, 0.0], [0.0, 0.0, 0.0], [-0.1, 0.0, 0.0], [0.0, 0.0, -0.1], [0.0, 0.0, 0.0], [0.0, 0.0, 0.0], [0.0, 0.0, 0.0], [0.0, 0.0, 0.0], [0.0, 0.0, 0.0], [0.0, 0.0, 0.0], [0.0, 0.0, 0.0], [0.0, 0.0, 0.0], [0.0, 0.0, 0.0], [0.0, 0.0, 0.0], [0.0, 0.0, 0.0], [0.0, 0.0, 0.0], [0.0, 0.0, 0.0], [0.0, 0.0, 0.0], [0.0, -0.1, 0.2], [0.2, -0.3, 0.0], [-0.2, 0.3, 0.0], [-0.1, -0.3, 0.1], [0.1, -0.1, -0.2], [0.2, 0.6, 0.0], [-0.1, -0.6, -0.1], [0.2, 0.3, 0.3], [0.0, -0.2, 0.1], [-0.1, 0.0, -0.3], [0.3, 0.2, 0.3], [-0.1, 0.0, -0.1], [-0.4, -0.4, -0.2], [0.0, 0.0, 0.1], [0.0, 0.1, 0.0], [0.0, 0.0, 0.0], [0.0, 0.2, 0.1], [-0.3, 0.0, -0.1], [-0.1, 0.0, -0.1], [0.0, 0.1, -0.1], [0.0, 0.0, 0.0], [0.0, 0.0, 0.0]], "mulliken_charge": [0.772, -0.817, 2.359, 0.279, -0.320, -1.059, -0.981, -0.618, -0.355, 2.162, 0.928, -1.129, -0.872, -0.850, -0.873, -0.724, 0.292, -0.271, -0.923, -0.850, -1.042, 0.601, -0.400, -0.399, -0.701, -0.981, 0.202, -0.752, 2.458, 0.601, -0.941, -0.913, -0.669, -0.975, -0.560, 0.441, -0.621, -0.803, -0.852, -0.698, -0.691, -0.387, -0.288, -0.843, -1.080, -0.018, 0.290, 2.607, 1.525, -1.071, -0.810, -0.790, -0.936, -0.324, 0.473, -0.529, -0.872, -1.068, -0.874, -0.440, 0.411, 0.470, 0.466, 0.510, 0.285, 0.494, 0.456, 0.607, 0.826, 0.571, 0.475, 0.459, 0.537, -0.340, 0.535, 0.443, 0.483, 0.550, 0.392, 0.457, 0.478, 0.465, 0.525, 0.648, 0.509, 0.429, 0.511, 0.541, 0.374, 0.475, 0.493, 0.529, 0.433, 0.485, 0.438, 0.524, 0.424, 0.029, 0.552, 0.445, 0.507, 0.450, -1.616, -0.245, 1.505, -1.709, 1.817, -0.241, -1.058, -0.951, 0.826, -0.770, -0.271, -0.558, -0.214, -0.205, 0.574, -0.103, 0.380, 0.630, 0.195, 0.379, 0.426, 0.408, 0.427], "total_charge": 2, "e_lumo_ev": [-6.3, -5.9], "total_energy_ev": -200835.128, "largest_force_ev_per_a": 0.64, "gap_ev": [6.70, 7.12], "e_homo_ev": [-13.027, -13.034]}